Record 1
A structure of composition C4H11FNORb, computed with ωB97M-V/def2-TZVPD.

Output
Orbital gap in eV: 3.88
LUMO in hartree: -0.07181
Energy above the lowest of the compared OMol25 structures with the same formula, charge and spin in kJ/mol: 245.4
Energy in eV: -11232.8452
HOMO energy in Eh: -0.214

The geometry in ORCA input format:
```
! RIJCOSX wB97M-V def2-TZVPD def2/J DEFGRID3
* xyz 0 1
Rb -13.51 -5.56 3.13
F -17.65 -8.48 3.63
C -8.64 -9.06 0.35
C -7.31 -8.32 0.84
C -6.65 -7.53 -0.26
O -6.20 -8.25 -1.34
C -6.98 -8.27 -2.56
N -7.60 -7.37 1.94
H -9.21 -8.31 -0.20
H -9.32 -9.50 1.07
H -8.30 -9.84 -0.33
H -6.47 -8.96 1.12
H -5.90 -6.89 0.21
H -7.33 -6.77 -0.65
H -6.63 -8.93 -3.36
H -6.86 -7.26 -2.97
H -8.02 -8.55 -2.40
H -8.02 -7.94 2.66
H -6.72 -6.93 2.14
*
```

Record 2
A cluster of 2 separate species, C4H11I2O4P2 in total, computed with ωB97M-V/def2-TZVPD.

Output
Orbital gap in eV: 7.60
LUMO in hartree: -0.15607
Energy above the lowest of the compared OMol25 structures with the same formula, charge and spin in kJ/mol: 0.0
Energy in eV: -47289.7627
HOMO energy in Eh: -0.435

The geometry in ORCA input format:
```
! RIJCOSX wB97M-V def2-TZVPD def2/J DEFGRID3
* xyz 1 1
C 0.71 -2.66 0.35
C 1.30 0.54 -2.57
C -2.14 1.83 3.05
C 1.06 1.38 0.95
O -0.84 0.66 -0.27
O 0.47 -1.34 0.80
O 1.35 -0.27 -1.34
O -0.95 1.62 2.25
P 0.53 -0.02 -0.02
P -0.65 2.22 0.83
I -2.10 -4.32 -4.62
I -1.26 -1.94 -3.72
H 1.60 -2.98 0.87
H 1.03 -2.65 -0.75
H -0.09 -3.45 0.54
H 2.33 0.86 -2.75
H 0.58 1.42 -2.24
H 0.77 -0.10 -3.35
H -1.74 1.83 4.12
H -3.03 1.18 2.87
H -2.40 2.93 2.82
H 1.89 1.83 0.24
H 1.58 1.41 1.93
*
```

Record 3
A cluster of 2 separate species, C4H11IN in total, computed with ωB97M-V/def2-TZVPD.

Output
Orbital gap in eV: 9.34
LUMO in hartree: -0.15245
Energy above the lowest of the compared OMol25 structures with the same formula, charge and spin in kJ/mol: 382.5
Energy in eV: -13906.2576
HOMO energy in Eh: -0.496

The geometry in ORCA input format:
```
! RIJCOSX wB97M-V def2-TZVPD def2/J DEFGRID3
* xyz 1 1
C 1.58 0.87 0.36
C -0.15 -1.22 -1.11
C -1.55 0.66 -0.20
C 0.59 -0.03 0.90
N -0.58 -0.48 0.04
I -0.19 0.52 2.86
H 1.98 0.44 -0.68
H 2.46 1.13 0.97
H 1.06 1.77 0.07
H -0.02 -2.31 -0.87
H -0.92 -1.17 -2.00
H 0.82 -0.80 -1.48
H -1.94 1.20 0.79
H -0.98 1.51 -0.72
H -2.50 0.32 -0.83
H 1.63 -1.37 1.35
H -1.29 -1.03 0.53
*
```

Record 4
A cluster of 2 separate species, C4H11IN2 in total, computed with ωB97M-V/def2-TZVPD.

Output
Orbital gap (spin up / spin down) in eV: 6.79 / 8.25
LUMO (spin up / spin down) in hartree: 0.00089 / 0.02500
Energy above the lowest of the compared OMol25 structures with the same formula, charge and spin in kJ/mol: 359.0
Energy in eV: -15401.6009
HOMO energy (spin up / spin down) in Eh: -0.248 / -0.278

The geometry in ORCA input format:
```
! RIJCOSX wB97M-V def2-TZVPD def2/J DEFGRID3
* xyz 0 1
C 0.04 1.64 1.08
C 0.84 1.01 -1.19
C 1.26 -1.58 -0.01
C -1.63 -1.42 0.10
N 0.50 0.63 0.13
N 0.61 -0.54 0.65
I -3.24 0.08 -0.01
H -0.29 1.13 1.90
H 0.89 2.25 1.38
H -0.74 2.38 0.53
H 0.13 0.43 -1.88
H 0.48 1.97 -1.34
H 1.88 0.88 -1.49
H 0.72 -2.42 0.09
H 1.50 -1.44 -1.15
H 2.36 -1.57 0.47
H -1.74 -1.80 -0.91
H -1.88 -2.10 0.82
*
```

Record 5
A cluster of 2 separate species, C4H11INO in total, computed with ωB97M-V/def2-TZVPD.

Output
Orbital gap in eV: 8.58
LUMO in hartree: -0.16701
Energy above the lowest of the compared OMol25 structures with the same formula, charge and spin in kJ/mol: 222.6
Energy in eV: -15955.6968
HOMO energy in Eh: -0.482

The geometry in ORCA input format:
```
! RIJCOSX wB97M-V def2-TZVPD def2/J DEFGRID3
* xyz 1 1
C -1.55 -0.40 -1.38
C -0.41 -1.40 0.74
C -0.72 1.02 0.42
C -0.52 -0.32 -0.27
N 0.20 1.81 0.73
O 2.64 -0.22 -0.19
I 3.72 1.13 0.67
H -2.47 0.05 -1.05
H -1.79 -1.39 -1.73
H -1.02 0.21 -2.09
H 0.38 -2.12 0.28
H -0.16 -0.94 1.73
H -1.22 -2.06 0.93
H -1.70 1.57 0.51
H 0.46 -0.39 -0.70
H 3.11 -0.91 -0.72
H 1.13 1.63 0.98
H -0.09 2.72 1.12
*
```

Record 6
The ion C4H11N2 with charge +1, computed with ωB97M-V/def2-TZVPD.

Output
Orbital gap in eV: 7.08
SMILES: NCCCC=[NH2+]
LUMO in hartree: -0.27540
Energy above the lowest of the compared OMol25 structures with the same formula, charge and spin in kJ/mol: 489.5
Energy in eV: -7295.8748
HOMO energy in Eh: -0.536

The geometry in ORCA input format:
```
! RIJCOSX wB97M-V def2-TZVPD def2/J DEFGRID3
* xyz 1 1
C -1.17 0.40 0.36
C -0.24 1.04 -0.63
C 1.20 0.78 -0.09
C 1.50 -0.72 -0.10
N 0.84 -1.20 1.14
N -2.09 -0.52 -0.24
H -0.16 -0.67 0.96
H -1.67 1.15 0.98
H -0.36 2.12 -0.70
H -0.33 0.60 -1.62
H 1.21 1.07 0.94
H 1.91 1.36 -0.63
H 2.56 -0.89 -0.04
H 1.18 -1.16 -1.07
H -2.77 -0.11 -0.88
H -2.57 -1.07 0.46
H 0.95 -2.21 1.16
*
```

Record 7
The ion C4H11N2 with charge +1, computed with ωB97M-V/def2-TZVPD.

Output
Orbital gap in eV: 9.82
SMILES: C[NH2+]C/C=C/N
LUMO in hartree: -0.12680
Energy above the lowest of the compared OMol25 structures with the same formula, charge and spin in kJ/mol: 471.2
Energy in eV: -7296.0642
HOMO energy in Eh: -0.488

The geometry in ORCA input format:
```
! RIJCOSX wB97M-V def2-TZVPD def2/J DEFGRID3
* xyz 1 1
C 1.71 -0.18 0.06
C 0.78 -1.18 -0.60
C -2.45 0.80 -0.01
C -0.66 -1.08 0.01
N 3.09 0.72 0.32
N -1.04 0.35 -0.24
H 1.26 0.22 0.97
H 3.77 0.53 -0.42
H 1.16 -1.75 -1.40
H -2.61 1.90 -0.16
H -3.11 0.30 -0.70
H -2.52 0.54 1.10
H -0.54 -1.19 1.09
H -1.28 -1.70 -0.48
H 3.54 0.44 1.21
H -0.70 0.59 -1.18
H -0.41 0.71 0.45
*
```

Record 8
The ion C4H11N2 with charge +1, computed with ωB97M-V/def2-TZVPD.

Output
Orbital gap in eV: 10.89
SMILES: CNC=[N+](C)C
LUMO in hartree: -0.13710
Energy above the lowest of the compared OMol25 structures with the same formula, charge and spin in kJ/mol: 202.3
Energy in eV: -7298.8515
HOMO energy in Eh: -0.537

The geometry in ORCA input format:
```
! RIJCOSX wB97M-V def2-TZVPD def2/J DEFGRID3
* xyz 1 1
C 0.37 -0.57 -0.04
C 2.77 -0.15 -0.11
C -2.16 -0.90 0.10
C -1.21 1.27 0.03
N 1.34 0.27 0.21
N -0.93 -0.13 -0.10
H 0.68 -1.69 -0.12
H 3.39 0.45 0.53
H 3.05 -1.25 0.15
H 3.06 -0.16 -1.10
H -2.56 -1.01 1.08
H -2.04 -1.94 -0.40
H -2.87 -0.44 -0.57
H -1.13 1.74 1.08
H -2.18 1.52 -0.16
H -0.66 1.76 -0.65
H 1.09 1.24 0.05
*
```

Record 9
The ion C4H11N2 with charge +1, computed with ωB97M-V/def2-TZVPD.

Output
Orbital gap in eV: 10.23
SMILES: CC/C(N)=C/[NH3+]
LUMO in hartree: -0.13939
Energy above the lowest of the compared OMol25 structures with the same formula, charge and spin in kJ/mol: 356.5
Energy in eV: -7297.2530
HOMO energy in Eh: -0.515

The geometry in ORCA input format:
```
! RIJCOSX wB97M-V def2-TZVPD def2/J DEFGRID3
* xyz 1 1
C 0.16 -2.05 -1.04
C 0.46 -1.42 0.38
C 0.02 0.02 0.31
C 0.91 0.97 0.74
N 0.25 2.38 0.42
N -1.42 0.50 0.27
H 0.20 -3.21 -1.11
H 0.92 -1.83 -1.68
H -0.90 -1.81 -1.37
H 1.53 -1.42 0.58
H -0.19 -2.00 1.06
H 1.95 1.04 0.60
H -0.40 1.94 -0.24
H -0.30 2.68 1.18
H 0.54 3.28 -0.05
H -2.12 -0.21 0.52
H -1.63 1.15 -0.56
*
```

Record 10
A cluster of 2 separate species, C4H11N2 in total, computed with ωB97M-V/def2-TZVPD.

Output
Orbital gap in eV: 8.75
LUMO in hartree: -0.16321
Energy above the lowest of the compared OMol25 structures with the same formula, charge and spin in kJ/mol: 174.9
Energy in eV: -7299.1355
HOMO energy in Eh: -0.485

The geometry in ORCA input format:
```
! RIJCOSX wB97M-V def2-TZVPD def2/J DEFGRID3
* xyz 1 1
C -2.26 0.55 -1.78
N -1.00 0.42 -1.66
H -2.93 0.14 -1.03
H -2.68 1.08 -2.62
H -0.45 0.95 -2.33
H -0.41 -0.28 -0.96
C 2.01 0.34 0.63
C 0.71 -0.30 1.00
C -0.04 0.05 2.04
N 0.18 -1.19 0.00
H 1.96 0.86 -0.33
H 2.85 -0.36 0.60
H 2.26 1.04 1.42
H -0.94 -0.49 2.32
H 0.32 0.77 2.76
H 0.92 -1.74 -0.43
H -0.51 -1.84 0.38
*
```